{
  "formula": "C4H8B2",
  "method": "ωB97M-V/def2-TZVPD",
  "elements": ["B", "B", "C", "C", "C", "C", "H", "H", "H", "H", "H", "H", "H", "H"],
  "xyz": [[1.34570, 1.15001, 0.78456], [-1.53108, 1.14453, -0.45119], [1.48689, -0.91158, -0.55388], [-1.32188, -1.35233, 0.22049], [0.69760, -0.04250, 0.07138], [-0.73622, -0.19687, -0.02131], [1.51687, 2.15342, 0.33446], [2.04765, 1.12514, 1.82772], [-1.15788, 2.04956, 0.05692], [-2.18475, 0.95474, -1.32108], [1.06860, -1.53490, -1.31849], [2.58096, -0.73170, -0.36804], [-0.66932, -2.08746, 0.63714], [-2.39823, -1.37359, 0.06490]],
  "atomic_forces_ev_per_a": [[1.8, -1.3, 2.1], [2.1, -3.8, 0.9], [1.8, 1.2, 0.5], [-0.6, 0.4, -0.1], [-0.1, -0.1, 0.8], [-1.1, 2.7, -1.0], [-0.4, 2.1, -1.2], [-0.9, -0.6, -0.8], [0.3, 2.5, 0.9], [-2.0, 0.3, -1.7], [0.3, -0.6, -0.1], [-0.9, -0.9, -0.7], [-0.4, -1.1, 0.2], [0.2, -0.8, 0.3]],
  "lowdin_charge": [0.04, 0.13, 0.06, 0.06, -0.35, -0.32, 0.01, 0.06, 0.01, 0.02, 0.07, 0.09, 0.07, 0.07],
  "relative_energy_kcal_mol": 29.9,
  "e_tot_ha": -206.758899,
  "e_homo_ev": -9.066,
  "smiles": "BC(=C)C(B)=C"
}